This record from the OMol25 dataset describes 6 unconnected molecules or ions with the total composition C43H83IN2O17PSi in a non-equilibrium geometry. The level of theory is wB97M-V/def2-TZVPD.

Computed properties:
**E_tot**: -108984.462 eV
**Highest occupied orbital energy**: -10.64 eV
**Charge**: +1

Structure (XYZ):
```
148
Properties=species:S:1:pos:R:3:mulliken_charge:R:1
I -6.4210 1.7026 -3.2545 0.122
P -4.3357 1.2765 -0.1321 0.062
Si 3.5765 0.7584 -4.7725 0.112
O 1.5590 -8.5277 12.2573 -0.320
O 2.1612 -6.3547 12.4768 -0.537
O -1.4598 4.6866 4.2326 -0.551
O -1.1608 -8.1622 0.2362 -0.338
O 3.3318 9.1302 -3.0142 -0.327
O -1.3055 -4.1987 7.2434 -0.283
O 0.7377 -4.3499 7.9377 -0.183
O 0.3701 -3.9808 5.7329 -0.555
O -5.1788 -0.1028 -0.6741 -0.547
O 3.6247 7.3468 -4.2066 -0.333
O -0.5570 -5.9929 0.4796 -0.545
O -0.5506 -0.4279 1.0181 0.242
O -2.1134 -6.6789 -1.0192 -0.341
O 1.8145 8.6432 -4.6249 -0.541
O 0.1022 5.1586 5.8007 -0.340
O 0.5552 -7.0471 11.0369 -0.315
O 0.3199 3.3423 4.6435 -0.375
N -5.4258 2.6484 -0.1070 -0.573
N -0.0682 2.3171 -0.0235 0.749
C 0.6809 -2.1364 2.3570 -0.427
C -2.2667 -5.3221 -1.4203 -0.571
C 2.8216 8.3984 -4.0110 0.766
C -0.8239 -0.7475 -3.0409 0.003
C 3.4598 -0.7100 -5.9766 -0.819
C -0.1617 2.4709 3.6329 -0.214
C 0.3825 4.3757 -5.4695 -0.947
C -1.2530 3.2257 0.0481 -1.365
C 0.9933 -1.6630 -5.8677 0.643
C -2.8866 1.6086 -1.3630 2.494
C -2.3419 3.0618 -1.0431 -0.483
C 2.5715 10.2956 -2.6940 -0.627
C -1.7218 0.5690 -0.8877 2.346
C -1.2102 -6.8594 -0.0468 0.766
C 1.4930 -7.2218 11.9749 0.778
C -1.8538 0.1174 0.6354 -2.105
C -4.1762 3.8496 -3.5263 -0.808
C 0.7284 3.9415 -4.1217 -0.478
C 1.7075 2.8611 -3.9483 -0.034
C 2.0755 -0.8774 -6.7100 -0.751
C 2.5268 -8.8638 13.2514 -0.626
C -1.5410 -0.9999 -5.5133 -0.600
C -2.2439 -4.0084 6.1859 -0.614
C 3.1979 6.4726 -5.2521 -0.371
C -0.2312 -8.5055 1.2652 -0.606
C -4.3271 2.2985 -3.5837 -1.167
C 1.0115 3.7660 -6.6313 -0.768
C -1.5113 -1.7252 -4.1035 -0.898
C -0.2727 1.2279 -1.0120 -2.522
C 3.2145 0.0570 -3.0105 -0.202
C -0.4272 -1.4634 -6.5221 -0.984
C -3.2715 1.3934 -2.8734 -0.198
C 1.9662 2.6954 -6.4110 -0.437
C -0.6898 -1.6874 1.7057 -0.450
C -1.6671 -0.7740 -1.7114 -2.088
C 5.4085 1.3067 -4.7433 -1.152
C -0.4486 4.4268 4.8351 0.696
C 0.3750 -5.6886 10.6356 -0.285
C -0.0251 -4.1583 6.8571 0.714
C -0.6145 6.3558 6.1150 -0.618
C 1.9351 -1.5884 1.5652 -0.727
C 2.1424 -4.3323 7.6754 -0.710
C 2.3482 2.1738 -5.0892 0.584
H 0.2551 4.4245 -3.2371 0.486
H -2.5429 -1.2497 -5.9701 0.358
H 1.6530 -1.5689 0.4762 0.039
H -0.1894 1.7131 -2.0277 0.339
H 2.4155 -5.1331 6.9877 0.322
H -0.0725 6.8635 6.9101 0.228
H -0.4164 -0.7016 -7.3541 0.429
H -0.4996 -8.0200 2.2040 0.284
H 1.0694 -1.2769 -4.8195 -0.602
H -0.9996 -2.7188 -4.1563 0.436
H -4.2150 2.0535 -4.6791 0.656
H -0.3785 5.1737 -5.6321 0.430
H 3.6188 -1.6505 -5.3706 0.434
H -2.1466 -4.7965 5.4383 0.285
H -0.4036 -5.6667 9.8768 0.165
H -5.2195 3.1346 0.7649 0.392
H 2.2904 -8.3783 14.1986 0.292
H 0.7494 -1.7685 3.4157 0.287
H 3.9194 5.6598 -5.3217 0.232
H -0.7997 -2.4074 -7.0122 0.291
H -2.3109 1.4957 -3.4676 -0.068
H 0.7844 -8.2392 0.9710 0.287
H 0.5400 0.4536 -1.0078 -0.117
H 2.4891 -9.9421 13.3953 0.220
H 2.6561 -4.4972 8.6208 0.222
H -1.6172 6.1211 6.4727 0.296
H 2.4477 -3.3634 7.2792 0.305
H 2.5239 10.9711 -3.5485 0.293
H -1.6874 3.1192 1.0766 0.320
H 0.0524 -5.0776 11.4798 0.317
H -1.2202 -1.5970 -1.0815 -0.073
H 2.4466 2.1879 -7.2861 0.406
H 1.5992 0.0711 -7.0581 0.157
H -1.1475 2.0832 3.8945 0.344
H -4.7067 -0.8980 -0.3683 0.336
H 0.2472 1.9508 0.8901 0.504
H -0.2803 -9.5835 1.4058 0.220
H 5.7635 1.7329 -5.7143 0.340
H -2.5832 -1.9448 -3.8325 0.490
H 3.5296 -8.5922 12.9199 0.291
H -2.5883 -0.7037 0.8042 0.874
H 0.5294 1.6311 3.5591 0.323
H -1.4460 -1.5912 2.5248 0.379
H -0.6407 0.2585 -3.4804 -0.052
H 1.2910 -5.2923 10.2021 0.035
H -1.9292 3.4685 -2.0141 -0.343
H -3.6143 0.3419 -3.0880 0.197
H 2.8184 -2.2601 1.6664 0.384
H -3.2413 -4.0615 6.6182 0.228
H 5.6315 2.0080 -3.8912 0.317
H 1.2809 -2.7509 -5.8907 0.334
H -4.3274 4.3223 -2.5254 0.162
H 2.3460 0.5571 -2.5122 -0.598
H -0.8515 4.2765 0.0025 0.626
H 1.5687 10.0226 -2.3634 0.288
H 1.9278 2.5951 -2.8852 0.486
H -0.9591 -2.4571 0.9290 0.070
H -3.1813 3.7657 -0.7889 0.648
H 6.0045 0.3688 -4.5490 0.296
H 2.1655 -0.5298 1.8565 0.155
H -4.9010 4.3365 -4.2271 0.434
H 2.2204 6.0482 -5.0240 0.073
H 0.7225 2.8836 -0.3676 0.564
H 0.7823 4.0661 -7.6779 0.431
H 2.9614 -1.0344 -3.0973 0.336
H -5.2870 3.2364 -0.9295 0.256
H -2.6148 -4.7111 -0.5854 0.264
H 4.2865 -0.6519 -6.7300 0.405
H 4.1254 0.1642 -2.3556 0.445
H 0.6993 -3.2531 2.3456 0.370
H -1.9864 0.9850 1.3413 -0.162
H -3.1398 4.1510 -3.8619 0.080
H 3.0794 10.8050 -1.8771 0.221
H -0.6596 7.0159 5.2484 0.297
H -1.5663 0.1189 -5.3735 0.186
H 3.1764 6.9974 -6.2082 0.354
H 0.1764 -1.2097 -2.8184 0.631
H -0.1919 2.9799 2.6660 -0.102
H -1.3299 -4.9307 -1.8207 0.270
H -3.0187 -5.2909 -2.2070 0.313
H 2.2677 -1.4840 -7.6435 0.436
H -2.1147 -3.0262 5.7289 0.252
H -2.7356 -1.1072 -1.8556 0.545
```


This record from the OMol25 dataset describes 12 unconnected molecules or ions with the total composition C43H84N12O5 in a non-equilibrium geometry. The level of theory is wB97M-V/def2-TZVPD.

Computed properties:
**E_tot**: -74068.314 eV
**SMILES string**: CN(C)C=O.CN(C)C=O.CN(C)C=O.CN(C)C=O.CN(C)C=O.CCCC#N.CCCC#N.CCCC#N.CCCC#N.CCCC#N.CCCC#N.CCCC#N
**Relative energy (zero: lowest compared OMol25 entry of this formula, charge and spin)**: 2.030 eV
**Highest occupied orbital energy**: -9.02 eV
**Charge**: 0

Structure (XYZ):
```
144
Properties=species:S:1:pos:R:3:mulliken_charge:R:1
O -1.1061 -2.0398 -0.0600 -0.613
O -0.7286 0.4823 -4.0992 -0.111
O -2.8220 -3.1295 3.4323 -0.724
O 3.6926 -0.4165 -5.6284 -0.666
O 0.1367 1.6878 4.5591 -0.673
N -2.3847 -5.4885 -2.8124 -0.589
N 0.5936 3.3426 6.0669 0.138
N -2.9622 3.6947 -5.2323 -0.573
N -0.1655 -0.0585 0.3424 0.757
N 2.5625 -0.5859 4.6250 -0.652
N -4.2245 6.8131 2.4137 -0.477
N 5.4605 5.4784 3.0378 -0.477
N -3.8502 -4.2991 1.6694 0.092
N 3.1352 4.3585 -5.6375 -0.471
N 2.7268 -0.9796 -3.6728 0.243
N -0.7350 -0.0706 -6.3322 0.226
N -0.1337 -5.9627 1.1721 -0.508
C 1.0088 -6.0216 1.3630 0.361
C 2.5802 -2.4599 -3.8408 -0.738
C -0.1223 -4.5968 -1.9358 1.872
C -1.6896 0.9418 -6.6675 -0.827
C -1.8028 4.0655 1.8656 0.898
C 0.3655 -1.7941 5.3369 0.379
C 0.5184 -3.1031 6.2082 -0.700
C -3.8074 -4.7767 0.3215 -0.769
C 1.6362 3.6234 -3.6369 0.925
C 2.2420 -0.4370 -2.3588 -1.109
C 3.4242 2.3735 2.0688 -0.933
C 0.1409 4.0127 -3.7015 0.624
C -0.2774 -0.1248 -5.0642 0.504
C 0.0013 5.5355 -3.8247 -1.523
C 2.9163 4.7459 2.8839 0.139
C -0.2838 1.3070 0.1052 -0.817
C 2.7463 -3.3841 1.5381 -0.363
C 3.2684 -4.8492 1.2592 -0.616
C -5.1923 -4.1731 2.1616 -1.020
C -3.6499 5.8002 2.5216 0.048
C 2.4848 4.0361 -4.7754 0.116
C 1.6114 -3.9486 5.5543 -0.841
C -2.7746 -3.7544 2.3313 0.512
C -2.9755 4.5068 2.7485 -0.337
C 0.3908 -0.4184 1.6570 -0.195
C 1.5880 -1.1040 4.9340 0.168
C -3.9760 1.3531 -2.8532 -0.440
C -0.7333 5.1450 1.6999 -1.134
C -0.8553 -0.9497 -0.4878 -0.232
C -3.1707 2.7033 -2.7649 1.231
C 2.4639 -6.0737 1.7281 -0.618
C 1.4354 4.1169 6.9752 -0.892
C 0.9274 2.2379 5.3798 0.122
C -0.2140 -0.9846 -7.3612 -1.020
C -3.0570 3.3101 -4.1392 0.077
C -1.3697 -5.1076 -2.4348 0.018
C -0.6602 4.1027 5.7028 -0.931
C 1.1231 -6.9187 -2.4637 -1.382
C 2.5762 3.6796 1.8218 0.487
C 3.1689 -0.1091 -4.5420 0.393
C 1.0173 -5.3459 -2.6420 -0.715
C 4.3412 5.1460 2.9761 -0.005
C -5.1917 1.3256 -3.7783 -1.479
H 2.6539 -0.9872 -1.5128 0.337
H 2.4009 3.6822 7.2339 0.323
H -0.1030 -1.9846 4.3713 -0.214
H 2.1240 -2.5273 -4.8285 0.282
H 3.0990 1.6204 1.3510 0.029
H 1.0818 -5.1607 -3.7142 0.358
H 3.0950 0.9415 -4.2208 0.172
H 2.5790 -3.4510 5.6201 0.337
H -1.3822 3.1957 2.3702 -0.177
H -0.3119 -1.0852 5.8130 0.391
H -3.8089 3.8673 2.4576 0.329
H -1.1876 5.9913 1.1847 0.546
H 0.2478 -7.2775 -3.0050 0.379
H -4.1218 -4.0825 -0.4579 0.337
H -5.7169 -5.1269 2.1047 0.316
H 2.3640 5.6197 2.5382 0.378
H 1.6257 5.0695 6.4808 0.340
H 2.4521 -6.1634 2.8144 0.320
H -0.9863 1.7349 0.8204 0.744
H -1.3828 3.4448 5.2200 0.161
H 0.2983 5.8804 -2.8342 0.351
H -4.2187 1.0462 -1.8359 0.569
H 0.4476 -1.5067 1.6326 -0.522
H -5.5585 0.3158 -3.9624 0.414
H -0.3455 4.9033 5.0335 0.328
H 4.2777 -5.0011 1.6419 0.390
H 2.4472 0.6152 -2.1617 0.363
H 1.7207 -3.2246 1.2052 -0.127
H -6.0335 1.8614 -3.3398 0.357
H -3.2842 0.5713 -3.1666 0.024
H -2.7628 4.4219 3.8141 0.075
H -2.1816 2.5001 -2.3544 -1.057
H 0.5484 -0.8386 -4.9197 -0.501
H -0.2437 -0.4953 -8.3348 0.342
H 0.6199 6.0005 -4.5922 0.353
H -5.0305 1.7059 -4.7870 0.327
H -0.9088 -1.8193 -7.4551 0.365
H -1.1929 4.4403 6.5918 0.386
H 0.0345 -3.5450 -2.1751 -0.453
H 2.6660 4.3380 3.8632 -0.107
H 1.6608 -4.9422 5.9998 0.419
H 0.8773 4.2741 7.8982 0.305
H -0.4467 1.5414 -0.9468 -0.200
H 0.6898 -2.8671 7.2585 0.342
H 1.9572 -4.9617 -2.2456 0.342
H 3.5359 -2.7338 1.1614 0.400
H 1.6673 2.5460 -3.4742 -0.714
H -3.6353 3.3887 -2.0562 0.615
H 1.3144 -4.1434 4.5238 0.031
H 3.3614 -4.9380 0.1769 0.216
H -2.0913 1.5287 -5.8415 -0.013
H 0.7702 -1.4084 -7.1616 0.318
H 0.6825 1.7353 0.3715 -0.137
H 2.1844 4.0703 -2.8075 0.203
H -0.4882 -3.5208 6.2281 0.374
H -5.2070 -3.8151 3.1910 0.302
H -0.4783 3.6188 -2.8957 -0.351
H -1.3606 1.6957 -7.3827 0.355
H 0.0575 4.7649 1.0532 0.247
H 1.5307 3.3715 1.8101 -0.517
H 2.0150 -7.2041 -3.0215 0.435
H 1.4087 -0.0617 1.8147 0.025
H -1.9258 -3.8394 1.6353 0.133
H 4.5087 2.4638 2.1308 0.478
H 1.8754 -2.9827 -3.1943 -0.106
H -2.1598 3.8239 0.8645 0.094
H -2.5834 0.5155 -7.1230 0.391
H -2.8613 -5.1984 -0.0178 0.079
H 1.9504 1.9487 5.6665 0.317
H -0.0912 -4.6738 -0.8490 -0.429
H 1.1803 -7.3459 -1.4626 0.247
H 1.1637 -0.5898 -2.4039 0.277
H -1.1473 -0.5383 -1.4664 0.483
H -4.4930 -5.6204 0.2429 0.364
H 2.8818 4.1088 0.8677 0.382
H 3.5710 -2.8978 -3.7194 0.469
H 2.7469 -3.2842 2.6235 0.155
H 2.7649 -7.0358 1.3135 0.406
H -0.3375 3.5430 -4.5609 0.083
H 3.0306 1.8819 2.9584 0.199
H -0.3165 0.0451 2.3447 0.460
H -5.7881 -3.5488 1.4957 0.353
H -1.0350 5.8691 -3.8788 0.379
H -0.3299 5.4656 2.6605 0.061
```